Entry 1:
Density functional theory data (wB97M-V/def2-TZVPD) for a structure of composition C15H17NO4S at a distorted geometry.

Calculated values
- net charge = 0
- strongest force on any atom (eV/Å) = 15.9
- calculated total energy (Eh) = -1335.1370
- multiplicity = 1
- frontier orbital gap (eV) = 8.25

Cartesian coordinates (Å):
C: 1.066 0.186 1.580
H: -1.406 -2.089 -1.584
H: -5.302 0.936 -5.715
C: -0.197 -0.290 -0.215
N: 0.608 0.638 0.335
H: -1.696 2.169 -3.613
C: -1.780 1.181 -3.094
H: 1.664 -2.081 3.231
O: 2.799 -1.019 5.158
C: -3.008 0.495 -5.213
H: 5.083 0.293 4.290
C: 3.201 0.149 5.272
H: -3.076 -0.582 -5.754
O: 4.510 0.911 1.440
O: 2.760 0.824 6.079
H: 1.765 -3.035 2.022
H: 1.598 0.449 3.394
H: 1.954 1.906 2.307
H: 0.157 -2.938 2.646
H: -2.930 1.383 -5.520
C: -2.245 -0.799 -3.101
O: 0.001 -1.362 0.393
H: -2.893 -1.988 -3.609
H: -0.334 2.089 -1.728
C: 0.799 -1.083 1.380
H: -5.184 -0.092 -4.205
C: -0.806 -0.159 -1.457
C: 4.034 0.515 4.160
C: -1.449 -1.259 -2.086
C: -2.309 0.351 -3.774
C: 1.055 -2.509 2.239
C: 1.845 0.748 2.522
H: -4.650 1.720 -4.177
C: -0.980 1.208 -2.108
C: -4.703 0.841 -4.688
H: 4.174 1.841 4.129
H: 2.311 0.471 6.677
S: 3.562 -0.018 2.390

---

Entry 2:
Density functional theory data (wB97M-V/def2-TZVPD) for a structure of composition C15H17NO4Sm at a distorted geometry.

Calculated values
- net charge = +3
- strongest force on any atom (eV/Å) = 7.4
- calculated total energy (Eh) = -1594.2327
- multiplicity = 6
- frontier orbital gap (spin up / spin down) (eV) = 4.51 / 4.73

Cartesian coordinates (Å):
C: -1.214 -0.747 0.648
H: 0.638 -1.216 -6.239
H: 2.940 1.653 1.409
C: 0.353 1.039 1.561
H: 2.294 -0.828 1.152
C: -0.289 -0.627 -6.220
C: -2.115 -1.199 3.284
H: -1.198 1.312 -6.259
C: 1.970 -0.781 2.200
H: 2.822 -0.967 2.864
C: -0.293 2.899 -1.092
H: 0.846 1.184 0.568
O: -3.868 0.341 -2.277
O: -0.366 4.050 -1.018
C: 2.567 1.618 2.438
H: -2.528 -2.369 0.105
C: -2.129 -1.749 0.917
O: 3.333 0.108 -1.200
C: 2.175 0.174 -1.276
H: -1.221 -1.196 -6.116
C: -2.569 -1.998 2.232
C: -0.117 -2.064 -1.527
C: -0.277 0.714 -6.308
H: 0.661 1.285 -6.375
H: 1.092 0.572 3.456
O: -0.002 -3.214 -1.560
H: 3.355 1.326 3.134
H: -3.273 -2.809 2.440
C: -0.758 0.036 1.711
H: -0.911 0.528 3.821
H: 2.131 2.581 2.720
H: 0.056 2.043 1.902
N: 1.480 0.600 2.495
H: 1.169 -1.502 2.395
C: -1.244 -0.146 3.021
C: -2.749 0.358 -1.997
Sm: -0.323 0.370 -1.320
H: -2.440 -1.376 4.310

---

Entry 3:
Density functional theory data (wB97M-V/def2-TZVPD) for the molecule C15H17NO6 at a distorted geometry.

Calculated values
- net charge = 0
- strongest force on any atom (eV/Å) = 14.5
- calculated total energy (Eh) = -1087.5900
- SMILES = COc1ccc(C(=O)OCC(=O)N2CCCC2=O)c(OC)c1
- multiplicity = 1
- frontier orbital gap (eV) = 8.60

Cartesian coordinates (Å):
C: 2.666 1.111 0.656
H: 2.876 -3.709 -0.291
H: -1.948 2.313 -2.010
O: -4.110 -1.508 1.211
H: 0.710 1.816 1.591
C: 1.925 -3.345 -0.898
H: -3.740 -1.419 -1.121
H: -2.789 0.759 2.750
C: -3.256 0.294 -2.267
C: -2.722 1.560 -0.082
H: -3.717 2.556 -1.633
C: 1.693 -1.244 -0.019
H: 1.423 -4.503 -1.034
H: 5.308 2.096 1.283
O: -1.082 0.011 2.100
H: -3.881 0.755 -3.160
O: -1.183 -1.662 0.482
N: -3.407 0.306 0.218
C: -4.015 -0.339 -1.026
H: -5.001 0.002 -1.134
H: 3.002 2.283 0.908
O: 4.946 0.713 -0.165
H: 4.823 2.710 -0.059
H: 6.530 1.824 -0.159
C: 0.766 -0.471 0.910
C: 2.968 -0.861 -0.257
C: -0.620 -0.717 1.148
O: 1.146 -2.276 -0.169
C: -2.922 1.976 -1.840
C: -2.303 -0.028 2.293
H: -2.503 -1.035 3.109
C: 5.395 1.875 0.272
C: 3.547 0.349 0.156
H: 2.406 -3.019 -1.738
C: -3.329 -0.529 1.321
O: -2.257 2.185 0.875
H: -2.386 -0.057 -2.704
C: 1.286 0.827 1.134
H: 3.757 -1.599 -0.652